# 1
Molecular formula: C17H35Cl2F12N3O11S
Method: DFT, ωB97M-V with the def2-TZVPD basis set

The geometry in XYZ format:
```
81
C17H35Cl2F12N3O11S, DFT ωB97M-V with the def2-TZVPD basis set
Cl 2.4680 1.2086 -5.4003
Cl 2.0535 -2.1176 -5.7963
S -1.0098 0.8059 -0.8829
F -0.1066 -4.9796 -2.2877
F -1.0445 5.0212 -0.4618
F -2.9171 -0.9294 -0.3990
F -3.0147 4.3114 0.2250
F -3.6189 1.1194 -0.6136
F -2.5653 -5.4998 0.4729
F -3.0056 -0.0181 -2.3449
F -0.5540 -5.0649 1.1555
F -1.9396 -6.0512 2.4993
F -2.5866 6.4728 0.0890
F 1.2554 -4.6473 -3.9872
F 0.2210 -3.0024 -2.9986
O 3.0995 -4.5336 -2.2275
O -1.6235 -2.7729 1.9108
O -0.9418 2.1114 -1.5309
O -0.1429 -0.2094 -1.4505
O 2.4445 2.3837 0.0530
O -2.0272 6.1971 2.5773
O 1.8120 -3.4307 -0.7658
O -3.4428 -3.8641 2.6807
O -0.8740 4.3548 2.2834
O 2.3782 -0.1242 2.2738
O -0.7801 0.9157 0.5492
N 0.8694 -1.4158 0.9882
N 1.0672 3.7399 -1.9506
N 0.7412 2.1130 2.1997
C -1.7883 6.1981 3.9757
C -4.2018 -2.6400 2.8252
C -2.5388 7.3697 4.5722
C 4.2242 -4.5840 -1.3402
C 3.0420 1.1201 0.0750
C 5.3047 -5.4328 -1.9830
C 3.3631 0.3825 1.3987
C 0.8336 -4.1869 -2.8256
C 0.7652 -0.8611 -5.7714
C 1.1253 0.2115 -4.8001
C -2.7661 0.2093 -1.0514
C -1.8297 -5.1348 1.5404
C 1.9920 -3.9917 -1.8004
C -5.1785 -2.6154 1.6525
C -2.0795 5.2715 0.3974
C -1.5459 5.2150 1.8427
C -2.2992 -3.7446 2.0185
H -2.0739 5.2582 4.4600
H -4.7623 -2.8501 0.6785
H 1.1855 2.4444 1.3063
H 0.3886 -0.5486 -6.7380
H -5.7949 -1.7141 1.6890
H 0.9837 4.7273 -1.7213
H -3.5572 -1.7607 2.8240
H 4.5694 -3.5563 -1.1939
H 0.2932 0.8075 -4.4254
H 1.4691 -0.1766 -3.8429
H 4.0583 -4.9695 -0.3326
H -5.9385 -3.3840 1.8350
H 1.5684 3.2433 -1.1507
H -0.2120 1.7857 2.0089
H 0.2533 -1.7119 1.7401
H 2.4286 0.4510 -0.5754
H 1.7172 -0.9255 1.4431
H -3.6180 7.3620 4.4261
H 0.8365 2.8695 2.8649
H 1.1166 -2.2122 0.3736
H 1.6049 3.5412 -2.7904
H -0.7225 6.3021 4.2051
H 6.2799 -5.0286 -1.6960
H 0.0882 3.3585 -1.9497
H 0.3888 -0.7312 0.3799
H -2.1686 8.2858 4.1082
H 1.2940 1.2635 2.4600
H -4.6821 -2.6233 3.7999
H 4.1416 0.9752 1.9185
H 3.9658 1.1189 -0.5361
H -2.3484 7.4178 5.6446
H 3.9758 -0.5117 1.1691
H 5.3729 -5.4712 -3.0692
H 5.2681 -6.4611 -1.6224
H -0.0077 -1.4555 -5.2773
```

Results
- Energy relative to the best compared isomer or geometry (same formula, charge and spin): 18.7 kcal per mole
- Kohn-Sham gap: 7.2 eV
- LUMO energy: 0.013 hartree
- M: 788.4 g mol⁻¹

Mulliken atomic charges, in units of e: number 1, Cl, carries -0.23; number 2, Cl, carries -0.19; number 3, S, carries 1.73; number 4, F, carries -0.28; number 5, F, carries -0.23; number 6, F, carries -0.18; number 7, F, carries -0.22; number 8, F, carries -0.19; number 9, F, carries -0.26; number 10, F, carries -0.22; number 11, F, carries -0.23; number 12, F, carries -0.26; number 13, F, carries -0.25; number 14, F, carries -0.24; number 15, F, carries -0.14; number 16, O, carries -0.19; number 17, O, carries -0.53; number 18, O, carries -0.93; number 19, O, carries -0.90; number 20, O, carries -1.12; number 21, O, carries -0.21; number 22, O, carries -0.78; number 23, O, carries -0.31; number 24, O, carries -0.51; number 25, O, carries -1.01; number 26, O, carries -0.86; number 27, N, carries 0.39; number 28, N, carries -0.22; number 29, N, carries -0.11; number 30, C, carries -0.18; number 31, C, carries -0.21; number 32, C, carries -1.26; number 33, C, carries -0.17; number 34, C, carries 0.01; number 35, C, carries -1.26; number 36, C, carries -0.74; number 37, C, carries 0.83; number 38, C, carries -0.35; number 39, C, carries -0.04; number 40, C, carries 0.32; number 41, C, carries 1.01; number 42, C, carries 0.31; number 43, C, carries -1.03; number 44, C, carries 0.95; number 45, C, carries 0.22; number 46, C, carries 0.22; number 47, H, carries 0.31; number 48, H, carries 0.24; number 49, H, carries 0.18; number 50, H, carries 0.43; number 51, H, carries 0.37; number 52, H, carries 0.40; number 53, H, carries 0.22; number 54, H, carries 0.29; number 55, H, carries 0.24; number 56, H, carries 0.01; number 57, H, carries 0.32; number 58, H, carries 0.36; number 59, H, carries 0.16; number 60, H, carries 0.39; number 61, H, carries 0.40; number 62, H, carries -0.25; number 63, H, carries 0.40; number 64, H, carries 0.32; number 65, H, carries 0.34; number 66, H, carries 0.37; number 67, H, carries 0.37; number 68, H, carries 0.29; number 69, H, carries 0.35; number 70, H, carries 0.50; number 71, H, carries -0.33; number 72, H, carries 0.32; number 73, H, carries 0.41; number 74, H, carries 0.33; number 75, H, carries 0.31; number 76, H, carries 0.47; number 77, H, carries 0.39; number 78, H, carries 0.36; number 79, H, carries 0.33; number 80, H, carries 0.32; number 81, H, carries 0.16

# 2
Molecular formula: C17H35LiN5O3P2
Method: DFT, ωB97M-V with the def2-TZVPD basis set

The geometry in XYZ format:
```
63
C17H35LiN5O3P2, DFT ωB97M-V with the def2-TZVPD basis set
P 1.3528 0.3459 -0.5498
P -1.4210 0.8774 -1.1287
O -1.8138 0.4061 0.2219
O 0.9042 -0.6869 0.4121
O 0.1688 1.1816 -1.2595
N -1.5496 -2.8143 0.6936
N 2.2007 1.5582 0.1443
N -2.1355 2.2915 -1.4867
N 2.1170 -0.3623 -1.8253
N -1.6327 -0.2597 -2.2899
C 0.4286 0.6448 3.6754
C 0.2614 -1.7107 4.0519
C 2.7552 -1.6658 -1.6506
C 3.1920 1.2168 1.1588
C -1.0992 -1.6607 3.7844
C -1.9561 -3.8513 0.4284
C 2.5107 -0.6242 4.3312
C -1.7048 -0.4512 3.4558
C -0.9223 -0.2960 -3.5626
C -2.9459 -0.9008 -2.3303
C 1.0432 -0.5582 4.0088
C -0.9309 0.7018 3.3943
C -1.9900 2.9046 -2.7991
C 2.7970 0.5170 -2.7701
C 2.2670 2.9316 -0.3347
C -2.9260 3.0435 -0.5191
C -2.4756 -5.1729 0.0927
Li -0.8206 -0.9507 1.1708
H -2.8249 -1.9310 -2.6684
H 2.2092 1.4189 -2.9449
H -2.5024 4.0407 -0.3783
H -1.3885 1.6462 3.1306
H -1.4885 0.2010 -4.3567
H 2.9917 0.3437 4.1967
H -1.9675 -5.9287 0.6882
H 0.7220 -2.6573 4.3094
H 3.0623 1.8655 2.0278
H -2.3077 -5.3772 -0.9628
H -1.2500 2.3759 -3.3973
H -2.7637 -0.4108 3.2345
H 1.5139 3.1153 -1.0950
H -1.6908 -2.5656 3.8360
H 2.6665 -0.9316 5.3663
H 3.7922 0.8123 -2.4209
H 3.7739 -1.5765 -1.2590
H -3.3873 -0.9124 -1.3361
H 3.0587 0.1870 1.4833
H -1.6510 3.9372 -2.6913
H 2.1660 -2.2736 -0.9707
H 1.0205 1.5519 3.6390
H -2.9363 2.5220 0.4329
H 3.2530 3.1530 -0.7531
H 2.8053 -2.1629 -2.6203
H 0.0542 0.1696 -3.4698
H -3.6247 -0.3887 -3.0197
H 2.0874 3.6180 0.4960
H 2.9079 -0.0004 -3.7237
H 4.2099 1.3470 0.7807
H -0.7700 -1.3366 -3.8541
H -3.5431 -5.2113 0.3000
H 3.0193 -1.3531 3.6975
H -2.9379 2.9076 -3.3424
H -3.9539 3.1494 -0.8724
```

Results
- Energy relative to the best compared isomer or geometry (same formula, charge and spin): 4.2 kcal per mole
- Kohn-Sham gap: 9.7 eV
- LUMO energy: -0.070 hartree
- Charge: +1
- M: 426.4 g mol⁻¹

Mulliken atomic charges, in units of e: number 1, P, carries 0.61; number 2, P, carries 0.16; number 3, O, carries -1.02; number 4, O, carries -1.15; number 5, O, carries 0.10; number 6, N, carries -0.50; number 7, N, carries 0.56; number 8, N, carries 0.38; number 9, N, carries 0.46; number 10, N, carries 0.65; number 11, C, carries -0.18; number 12, C, carries -0.29; number 13, C, carries -0.95; number 14, C, carries -1.11; number 15, C, carries -0.44; number 16, C, carries 0.42; number 17, C, carries -1.73; number 18, C, carries -0.82; number 19, C, carries -0.95; number 20, C, carries -0.98; number 21, C, carries 0.84; number 22, C, carries -0.21; number 23, C, carries -1.00; number 24, C, carries -0.99; number 25, C, carries -0.96; number 26, C, carries -0.91; number 27, C, carries -1.02; number 28, Li, carries 1.17; number 29, H, carries 0.33; number 30, H, carries 0.27; number 31, H, carries 0.29; number 32, H, carries 0.32; number 33, H, carries 0.36; number 34, H, carries 0.33; number 35, H, carries 0.32; number 36, H, carries 0.43; number 37, H, carries 0.35; number 38, H, carries 0.30; number 39, H, carries 0.23; number 40, H, carries 0.28; number 41, H, carries 0.18; number 42, H, carries 0.42; number 43, H, carries 0.46; number 44, H, carries 0.27; number 45, H, carries 0.30; number 46, H, carries 0.30; number 47, H, carries 0.21; number 48, H, carries 0.37; number 49, H, carries 0.23; number 50, H, carries 0.34; number 51, H, carries 0.19; number 52, H, carries 0.31; number 53, H, carries 0.36; number 54, H, carries 0.22; number 55, H, carries 0.27; number 56, H, carries 0.37; number 57, H, carries 0.38; number 58, H, carries 0.34; number 59, H, carries 0.31; number 60, H, carries 0.30; number 61, H, carries 0.32; number 62, H, carries 0.31; number 63, H, carries 0.30